Record 1
C6H12N2O | the ωB97M-V functional and the def2-TZVPD basis

Results
LUMO level   0.752 eV
Orbital gap   9.848 eV
E_tot   -420.56924 Ha
HOMO   -0.3343 Ha
SMILES   c1c[nH]cn1.CC(C)O
ΔE to the lowest compared entry with this formula, charge and spin   38.5 kJ/mol

Each line ends with the Löwdin charge.
Positions of all 21 atoms, in Å:
1 C 2.146 3.650 3.292  -0.166
2 C 1.596 4.898 3.093  -0.117
3 N 0.239 4.690 3.086  0.027
4 C 0.023 3.358 3.277  -0.203
5 N 1.163 2.697 3.406  0.038
6 H 3.203 3.390 3.359  0.098
7 H 2.035 5.886 2.958  0.108
8 H -0.480 5.406 2.961  0.157
9 H -0.977 2.926 3.314  0.123
10 C -0.223 -0.590 1.426  -0.073
11 C 0.163 -1.334 2.696  -0.518
12 C -0.689 -2.567 2.917  -0.074
13 O -0.027 -0.510 3.856  -0.078
14 H -1.284 -0.293 1.477  0.084
15 H -0.079 -1.234 0.543  0.080
16 H 0.391 0.319 1.303  0.072
17 H 1.228 -1.635 2.633  0.137
18 H -0.570 -3.276 2.080  0.081
19 H -0.399 -3.076 3.852  0.082
20 H -1.752 -2.281 2.987  0.085
21 H 0.491 0.312 3.727  0.058


Record 2
C6H12N2O2 | the ωB97M-V functional and the def2-TZVPD basis

Results
LUMO level   0.523 eV
Orbital gap   10.640 eV
E_tot   -495.74201 Ha
HOMO   -0.3718 Ha
SMILES   C[C@H]1N[C@H]1[C@@H](O)CC#N.O
ΔE to the lowest compared entry with this formula, charge and spin   250.8 kJ/mol

Each line ends with the Löwdin charge.
Positions of all 22 atoms, in Å:
1 C 1.152 -4.356 1.449  -0.051
2 C 2.220 -3.305 1.603  -0.316
3 N 2.685 -2.611 0.400  0.069
4 C 1.992 -1.847 1.430  -0.260
5 C 0.641 -1.255 1.083  -0.366
6 O -0.150 -1.090 2.238  0.000
7 C 0.820 0.067 0.318  -0.111
8 C -0.453 0.719 -0.024  -0.183
9 N -1.464 0.956 -0.584  0.149
10 H 0.440 -4.101 0.655  0.077
11 H 1.610 -5.323 1.197  0.079
12 H 0.597 -4.475 2.390  0.084
13 H 2.999 -3.557 2.329  0.137
14 H 3.687 -2.443 0.409  0.099
15 H 2.613 -1.189 2.048  0.149
16 H 0.091 -1.952 0.439  0.150
17 H 0.328 -0.565 2.889  0.103
18 H 1.416 0.772 0.918  0.126
19 H 1.372 -0.124 -0.614  0.137
20 O -1.361 2.960 1.278  -0.171
21 H -0.451 3.272 1.080  0.027
22 H -1.883 2.601 0.410  0.073


Record 3
C6H12N2O2 | the ωB97M-V functional and the def2-TZVPD basis

Results
LUMO level   0.665 eV
Orbital gap   8.953 eV
E_tot   -495.74974 Ha
HOMO   -0.3046 Ha
SMILES   CN[C@]1(C)C[C@@H]1NC(=O)O
ΔE to the lowest compared entry with this formula, charge and spin   230.5 kJ/mol

Each line ends with the Löwdin charge.
Positions of all 22 atoms, in Å:
1 C 1.452 -1.321 1.077  -0.121
2 N 0.210 -0.641 0.793  -0.081
3 C 0.226 0.706 0.289  -0.492
4 C 1.434 1.586 0.519  -0.026
5 C -1.125 1.358 0.220  -0.027
6 C -0.513 0.788 -1.037  -0.207
7 N -0.640 -0.475 -1.683  0.098
8 C -1.289 -1.568 -1.217  -0.476
9 O -1.113 -2.701 -1.639  0.067
10 O -2.539 -1.348 -0.329  -0.013
11 H 2.033 -0.840 1.882  0.074
12 H 1.245 -2.365 1.343  0.087
13 H 2.080 -1.345 0.173  0.083
14 H -0.766 -0.999 1.285  0.201
15 H 1.595 1.736 1.596  0.089
16 H 2.340 1.144 0.081  0.080
17 H 1.292 2.569 0.052  0.085
18 H -1.179 2.443 0.314  0.114
19 H -1.916 0.868 0.787  0.099
20 H -0.139 1.545 -1.735  0.147
21 H 0.128 -0.706 -2.303  0.161
22 H -2.818 -0.433 -0.469  0.056


Record 4
C6H12N2O2 | the ωB97M-V functional and the def2-TZVPD basis

Results
LUMO level   0.607 eV
Orbital gap   9.668 eV
E_tot   -495.70261 Ha
HOMO   -0.3330 Ha
ΔE to the lowest compared entry with this formula, charge and spin   354.2 kJ/mol

Each line ends with the Löwdin charge.
Positions of all 22 atoms, in Å:
1 C 2.852 1.826 3.336  -0.053
2 C 1.854 1.097 2.472  -0.214
3 C 2.065 0.970 0.988  -0.253
4 N 3.346 1.138 0.361  0.019
5 C 4.377 -0.499 1.102  -0.422
6 O 5.573 -0.373 1.323  0.070
7 N 3.435 -0.778 2.034  0.112
8 C 2.099 -0.272 1.886  -0.422
9 C 1.025 -1.322 1.757  -0.016
10 H 3.850 1.872 2.883  0.078
11 H 2.524 2.861 3.505  0.081
12 H 2.948 1.329 4.312  0.081
13 H 0.811 1.242 2.762  0.139
14 H 1.189 1.088 0.344  0.140
15 H 3.661 2.091 0.225  0.095
16 H 3.753 -1.115 2.933  0.166
17 H 0.908 -1.861 2.708  0.084
18 H 0.060 -0.850 1.529  0.085
19 H 1.276 -2.041 0.964  0.079
20 H 3.425 0.267 -0.686  0.247
21 O 4.013 -1.173 -0.506  -0.128
22 H 3.222 -1.709 -0.371  0.031


Record 5
C6H12N2O2 | the ωB97M-V functional and the def2-TZVPD basis

Results
LUMO level   0.664 eV
Orbital gap   9.963 eV
E_tot   -495.68366 Ha
HOMO   -0.3417 Ha
ΔE to the lowest compared entry with this formula, charge and spin   404.0 kJ/mol

Each line ends with the Löwdin charge.
Positions of all 22 atoms, in Å:
1 C -0.305 -2.881 4.414  -0.043
2 C -0.897 -1.503 4.269  -0.225
3 C -0.798 -0.640 3.057  -0.169
4 C -0.305 -1.114 1.690  -0.386
5 C 1.175 -1.475 1.656  -0.050
6 N -1.227 -2.175 1.291  0.022
7 C -2.586 -2.203 2.593  -0.417
8 O -3.093 -3.252 2.941  0.075
9 N -2.081 -1.226 3.449  0.054
10 H -0.405 -3.484 3.506  0.074
11 H 0.763 -2.794 4.655  0.083
12 H -0.793 -3.408 5.245  0.088
13 H -0.934 -0.951 5.213  0.141
14 H -0.715 0.438 3.214  0.143
15 H -0.457 -0.267 1.001  0.134
16 H 1.369 -2.419 2.183  0.072
17 H 1.508 -1.600 0.617  0.080
18 H 1.774 -0.684 2.126  0.087
19 H -0.836 -2.985 0.826  0.106
20 H -2.376 -1.663 0.544  0.245
21 O -3.637 -1.523 1.176  -0.150
22 H -3.736 -0.588 1.385  0.037


Record 6
C6H12N2O2 | the ωB97M-V functional and the def2-TZVPD basis

Results
LUMO level   0.827 eV
Orbital gap   9.838 eV
E_tot   -495.66082 Ha
HOMO   -0.3311 Ha
SMILES   C[C@@H]1CN(N=O)C(C)(C)O1
ΔE to the lowest compared entry with this formula, charge and spin   463.9 kJ/mol

Each line ends with the Löwdin charge.
Positions of all 22 atoms, in Å:
1 C -0.337 -2.832 0.790  -0.035
2 C -0.081 -1.266 0.829  -0.354
3 C -1.291 -0.350 0.472  -0.043
4 N -0.697 0.952 0.070  -0.127
5 N -1.049 2.146 0.420  -0.095
6 O -2.022 2.387 1.077  -0.013
7 C 0.566 0.750 -0.526  -0.474
8 C 0.523 0.817 -2.022  -0.015
9 C 1.516 1.666 0.137  -0.035
10 O 1.019 -0.799 -0.038  -0.093
11 H -0.698 -3.121 -0.203  0.074
12 H -1.076 -3.094 1.544  0.070
13 H 0.670 -3.184 1.163  0.096
14 H 0.245 -1.181 1.848  0.117
15 H -1.805 -0.766 -0.562  0.179
16 H -2.080 -0.167 1.235  0.122
17 H 1.503 1.170 -2.463  0.105
18 H -0.372 1.458 -2.301  0.112
19 H 0.326 -0.156 -2.493  0.083
20 H 2.515 1.105 0.364  0.131
21 H 1.031 1.809 1.101  0.075
22 H 1.595 2.656 -0.441  0.121


Record 7
C6H12N2O2 | the ωB97M-V functional and the def2-TZVPD basis

Results
LUMO level   0.656 eV
Orbital gap   9.606 eV
E_tot   -495.76279 Ha
HOMO   -0.3289 Ha
SMILES   C[C@@H]1C[C@H](C(=O)O)C1(N)N
ΔE to the lowest compared entry with this formula, charge and spin   196.2 kJ/mol

Each line ends with the Löwdin charge.
Positions of all 22 atoms, in Å:
1 C 1.089 -1.643 -0.704  -0.048
2 C 1.016 -0.462 0.306  -0.246
3 C -0.109 -0.679 1.499  -0.054
4 C -1.141 0.210 0.711  -0.090
5 C -2.166 -0.449 -0.136  -0.499
6 O -3.278 -0.686 0.316  0.085
7 O -1.762 -0.826 -1.379  0.079
8 C 0.304 0.859 -0.148  -0.532
9 N 0.806 1.998 0.563  0.073
10 N 0.149 1.186 -1.494  0.080
11 H 1.801 -2.405 -0.424  0.081
12 H 1.387 -1.042 -1.533  0.061
13 H 0.140 -2.113 -0.888  0.068
14 H 2.071 -0.289 0.696  0.141
15 H 0.280 -0.207 2.412  0.099
16 H -0.390 -1.750 1.562  0.119
17 H -1.696 0.866 1.364  0.125
18 H -0.847 -0.486 -1.506  0.054
19 H 0.295 2.891 0.612  0.102
20 H 1.171 1.669 1.458  0.077
21 H -0.287 2.077 -1.498  0.086
22 H 1.165 1.278 -1.790  0.138


Record 8
C6H12N2O3Sb | the ωB97M-V functional and the def2-TZVPD basis

Results
LUMO level   3.134 eV
Total charge   -1
Orbital gap   8.790 eV
E_tot   -811.26839 Ha
HOMO   -0.2079 Ha

Each line ends with the Löwdin charge.
Positions of all 24 atoms, in Å:
1 C 1.975 0.730 0.866  -0.029
2 C 1.684 0.735 -0.622  -0.614
3 O 2.233 1.557 -1.350  0.000
4 N 0.869 -0.270 -1.082  -0.246
5 C 1.055 -0.605 -2.486  -0.188
6 Sb -1.137 -0.624 -0.405  1.165
7 C -1.220 1.391 0.491  -0.294
8 C -1.931 1.349 1.799  -0.397
9 O -1.511 1.803 2.843  0.005
10 O -0.373 -1.287 1.557  -0.258
11 C -0.373 -2.515 1.755  -0.627
12 N -0.375 -3.662 1.934  0.065
13 H 2.778 0.011 1.045  0.087
14 H 2.322 1.724 1.154  0.080
15 H 1.124 0.446 1.477  0.039
16 H 1.858 -1.340 -2.604  0.077
17 H 1.285 0.279 -3.084  0.070
18 H 0.145 -1.065 -2.888  0.025
19 H -0.911 -2.239 -0.940  -0.036
20 H -2.723 -0.970 0.231  -0.062
21 H -1.763 -0.095 -1.930  -0.066
22 H -0.260 1.867 0.672  0.050
23 H -1.832 1.941 -0.230  0.060
24 H -2.918 0.839 1.795  0.095


Record 9
C6H12N2O4 | the ωB97M-V functional and the def2-TZVPD basis

Results
LUMO level   0.651 eV
Orbital gap   10.246 eV
E_tot   -646.28896 Ha
HOMO   -0.3526 Ha
SMILES   C[C@H](NC(=O)[C@@H](N)CO)C(=O)O
ΔE to the lowest compared entry with this formula, charge and spin   124.7 kJ/mol

Each line ends with the Löwdin charge.
Positions of all 24 atoms, in Å:
1 C 2.278 -1.229 1.292  -0.014
2 C 1.794 0.160 0.658  -0.267
3 N 0.575 -0.045 -0.049  0.080
4 C -0.398 0.949 0.023  -0.420
5 O -0.380 2.058 0.546  0.067
6 C -1.702 0.385 -0.623  -0.274
7 N -1.530 -0.922 -1.273  0.016
8 C -2.810 0.289 0.540  -0.144
9 O -4.167 0.093 -0.058  -0.136
10 C 2.735 0.660 -0.418  -0.533
11 O 2.846 1.810 -0.627  0.163
12 O 3.459 -0.349 -0.958  0.106
13 H 1.564 -1.569 2.052  0.084
14 H 3.265 -1.110 1.692  0.067
15 H 2.428 -1.894 0.435  0.073
16 H 1.673 0.916 1.449  0.157
17 H 0.267 -0.989 -0.422  0.152
18 H -2.120 1.140 -1.307  0.142
19 H -1.192 -0.798 -2.262  0.112
20 H -2.436 -1.367 -1.366  0.075
21 H -2.751 -0.635 1.215  0.139
22 H -2.871 1.231 1.181  0.131
23 H -4.608 0.902 -0.400  0.089
24 H 4.079 0.313 -1.324  0.133


Record 10
C6H12N2O4 | the ωB97M-V functional and the def2-TZVPD basis

Results
LUMO level   0.580 eV
Orbital gap   9.183 eV
E_tot   -646.17392 Ha
HOMO   -0.3162 Ha
SMILES   CN(O)C(N)=O.O=C1CC(O)C1
ΔE to the lowest compared entry with this formula, charge and spin   426.7 kJ/mol

Each line ends with the Löwdin charge.
Positions of all 24 atoms, in Å:
1 C 2.742 1.555 -0.067  -0.044
2 N 2.296 0.244 -0.476  -0.143
3 O 3.285 -0.369 -1.260  0.005
4 C 1.694 -0.669 0.383  -0.587
5 N 0.922 -0.126 1.393  0.158
6 O 1.792 -1.860 0.178  0.031
7 H 3.111 2.061 -0.961  0.094
8 H 1.887 2.118 0.325  0.082
9 H 3.545 1.506 0.679  0.096
10 H 3.046 -1.306 -1.186  0.091
11 H 1.169 0.775 1.810  0.103
12 H 0.585 -0.833 2.037  0.125
13 O -0.058 -1.713 -0.533  0.085
14 C -1.023 -1.025 -0.440  -0.361
15 C -1.264 0.482 -0.470  -0.036
16 C -2.659 0.203 0.125  -0.370
17 O -3.675 0.876 -0.579  -0.029
18 C -2.497 -1.316 -0.153  -0.020
19 H -0.569 1.116 0.083  0.093
20 H -1.351 0.856 -1.494  0.134
21 H -2.708 0.425 1.199  0.145
22 H -4.527 0.630 -0.182  0.102
23 H -3.038 -1.603 -1.063  0.129
24 H -2.707 -2.027 0.653  0.118


Record 11
C6H12N2P | the ωB97M-V functional and the def2-TZVPD basis

Results
LUMO level   -5.694 eV
Total charge   +1
Orbital gap   8.998 eV
E_tot   -686.40045 Ha
HOMO   -0.5399 Ha
ΔE to the lowest compared entry with this formula, charge and spin   94.9 kJ/mol

Each line ends with the Löwdin charge.
Positions of all 21 atoms, in Å:
1 C -1.408 -0.458 -0.428  -0.413
2 C 0.325 1.095 -0.139  -0.689
3 C -2.104 -1.707 -0.591  0.019
4 C 1.511 0.837 -1.088  -0.034
5 C 0.525 -1.249 0.877  -0.006
6 C 0.855 1.756 1.136  -0.060
7 N -2.018 0.632 -0.950  -0.157
8 N -0.224 -0.247 0.127  -0.077
9 P -1.133 1.932 -0.816  1.176
10 H -1.857 -2.080 -1.592  0.126
11 H -3.227 -1.532 -0.558  0.142
12 H -1.700 -2.493 -0.013  0.067
13 H 1.852 1.865 -1.140  0.091
14 H 1.232 0.491 -2.064  0.086
15 H 2.291 0.210 -0.625  0.095
16 H 0.232 -1.293 1.950  0.116
17 H 1.695 -1.223 0.843  0.142
18 H 0.290 -2.268 0.531  0.093
19 H 1.960 1.761 1.360  0.122
20 H 0.336 1.180 1.905  0.087
21 H 0.566 2.792 1.276  0.073


Record 12
C6H12N3 | the ωB97M-V functional and the def2-TZVPD basis

Results
LUMO level (alpha / beta)   -5.869 / -5.320 eV
Total charge   +1
Orbital gap (alpha / beta)   7.047 / 7.874 eV
E_tot   -399.65948 Ha
HOMO (alpha / beta)   -0.4746 / -0.4849 Ha
ΔE to the lowest compared entry with this formula, charge and spin   581.7 kJ/mol

Each line ends with the Löwdin charge.
Positions of all 21 atoms, in Å:
1 C -1.571 0.322 0.036  -0.388
2 C 1.754 2.185 -0.255  0.088
3 C -0.936 -0.962 0.567  -0.108
4 C 0.457 -0.847 1.086  -0.126
5 C -3.045 -0.008 -0.304  0.015
6 C 2.187 -0.676 -0.770  0.033
7 N -1.126 1.424 -0.209  0.345
8 N 1.368 0.016 0.295  -0.160
9 N 1.020 1.228 0.050  -0.033
10 H 2.822 2.129 -0.443  0.109
11 H 1.271 3.109 -0.574  0.107
12 H -1.726 -1.259 1.296  0.154
13 H -1.087 -1.608 -0.208  0.094
14 H 0.543 -0.561 2.222  0.171
15 H 0.870 -1.846 1.227  0.130
16 H -3.507 0.877 -0.846  0.119
17 H -3.599 -0.125 0.656  0.115
18 H -2.971 -0.911 -0.835  0.072
19 H 1.622 -1.322 -1.340  0.062
20 H 2.756 0.063 -1.433  0.121
21 H 2.897 -1.226 -0.219  0.080